C47H77Cl2F9O16Si4 as an isolated structure at a distorted geometry, computed with the ωB97M-V functional and the def2-TZVPD basis.

Structure (XYZ):
```
155
Properties=species:S:1:pos:R:3:forces:R:3
C 2.2065 -3.7572 2.8525 0.2 -0.2 0.5
C 3.0979 -2.5105 3.0863 -0.6 -0.3 -0.4
Si 3.5137 -1.4482 1.5671 0.5 0.5 0.2
O 2.4120 -0.1887 1.2136 -0.5 -1.5 0.4
Si 0.7935 -0.4449 1.4124 -0.3 1.3 0.2
C 0.2436 -0.4945 3.2335 0.7 -0.5 -0.2
C 1.0707 0.4366 4.1115 -1.5 -1.3 0.7
O 1.7135 1.3375 3.6954 1.2 1.5 -0.7
C 0.1073 -1.8978 0.4262 -0.1 0.4 -0.3
C -1.3987 -2.0594 0.6710 0.0 0.5 0.1
C -1.9635 -3.2356 -0.1091 0.3 2.4 1.1
F -1.5838 -3.0711 -1.3824 0.1 -0.5 -1.1
F -1.4327 -4.3439 0.3804 0.0 -1.3 0.0
C -3.5021 -3.3183 -0.1425 0.7 -1.6 0.7
F -4.0133 -2.4246 -0.9698 0.1 0.7 0.0
F -3.7968 -4.5103 -0.6817 -0.1 -0.8 -0.2
C -4.2210 -3.2702 1.2450 -0.7 0.4 -0.8
F -5.1798 -4.1923 1.2203 -0.9 -0.5 -0.1
F -3.4280 -3.6037 2.2450 1.1 0.1 0.6
C -4.9401 -1.9190 1.5646 0.5 -1.1 1.2
F -4.2682 -0.8673 1.1885 0.7 1.0 -0.8
F -5.0813 -1.8407 2.8742 0.0 0.0 1.2
F -6.1438 -1.9271 1.0695 -1.2 0.3 -1.2
C -0.0759 1.1050 0.6379 0.9 -0.2 0.0
Cl -0.7923 2.2172 1.8594 -0.3 -0.2 -0.1
C 0.8194 1.9090 -0.3218 -0.4 0.1 -0.1
C 1.4421 1.0796 -1.4408 -0.2 0.9 0.1
Cl 2.0405 2.9238 0.5280 0.0 -0.3 -0.2
Si 4.0766 -2.7150 -0.2895 0.3 -0.5 -0.8
C 4.5409 -4.4872 0.2478 0.0 0.6 -0.4
C 5.6604 -2.0192 -1.0866 -0.6 -0.4 0.3
C 2.7622 -2.7057 -1.6532 0.2 -0.4 -0.1
Si 5.4531 -0.3289 2.1056 0.1 0.9 0.7
C 5.0096 0.7214 3.6443 0.3 -0.1 -0.8
C 5.9019 0.9367 0.7587 -0.2 -0.5 0.6
C 6.8784 -1.4926 2.5791 0.1 0.3 0.1
H 1.1632 -3.6261 3.1477 0.0 0.2 -0.1
H 2.2164 -4.1432 1.8335 0.1 0.2 -0.1
H 2.5872 -4.5647 3.4798 -0.1 -0.1 0.0
H 4.0597 -2.8750 3.4602 0.2 0.2 -0.2
H 2.6982 -1.9106 3.9073 0.0 0.1 0.0
H 0.3521 -1.4912 3.6788 -0.1 0.0 -0.1
H -0.8186 -0.2501 3.3048 0.0 0.2 0.1
H 1.0213 0.2348 5.1973 0.0 -0.1 -0.2
H 0.2138 -1.6074 -0.6226 0.2 -0.1 0.0
H 0.6683 -2.8260 0.5370 -0.1 -0.1 0.2
H -1.6194 -2.1126 1.7367 -0.1 -0.4 0.0
H -1.9265 -1.1713 0.3114 0.1 0.1 0.0
H -0.9060 0.7446 0.0279 -0.1 0.1 0.0
H 0.1641 2.6346 -0.8042 0.0 0.2 0.1
H 0.6795 0.3837 -1.7994 0.2 -0.2 -0.1
H 2.3697 0.5950 -1.1535 -0.1 -0.3 0.2
H 1.6399 1.7622 -2.2735 0.2 -0.4 0.4
H 5.2162 -4.9050 -0.5030 -0.1 0.0 -0.1
H 5.1235 -4.4310 1.1700 -0.2 -0.2 0.2
H 3.6803 -5.1485 0.3312 0.1 -0.1 0.3
H 6.5051 -2.1165 -0.4020 0.0 0.3 0.0
H 5.8851 -2.6372 -1.9586 0.0 0.0 -0.1
H 5.5213 -0.9935 -1.4215 0.3 0.1 0.0
H 1.9369 -3.3823 -1.4248 -0.1 0.1 0.1
H 2.3724 -1.7158 -1.8897 0.0 0.0 0.1
H 3.2170 -3.0913 -2.5717 0.0 0.0 0.0
H 4.5664 0.1132 4.4323 0.1 0.2 0.2
H 4.3174 1.5035 3.3297 -0.2 -0.1 0.1
H 5.9248 1.2285 3.9647 0.0 -0.1 0.3
H 6.2084 1.8781 1.2172 0.1 0.0 0.0
H 4.9803 1.1224 0.2003 0.2 0.1 -0.2
H 6.6964 0.5622 0.1210 -0.1 0.1 -0.3
H 7.7589 -1.2413 1.9855 0.0 -0.3 -0.2
H 7.1800 -1.3125 3.6140 -0.2 0.0 0.1
H 6.6513 -2.5566 2.5037 0.1 0.0 -0.2
O -5.7242 0.9133 -3.4365 -0.1 -0.1 -0.2
C -6.3154 -0.0783 -3.1197 0.1 0.2 0.5
O -7.4096 -0.5319 -3.7797 0.1 0.0 -0.1
C -7.9547 -1.6762 -3.0973 -0.1 -0.2 0.1
C -6.8038 -2.2374 -2.2770 0.1 0.0 0.2
C -6.0108 -0.9793 -1.9391 -0.1 -0.2 -0.5
H -8.7866 -1.3426 -2.4733 0.0 0.0 0.0
H -8.3289 -2.3871 -3.8304 0.0 0.2 -0.1
H -7.1320 -2.8024 -1.4063 -0.1 0.0 0.0
H -6.1953 -2.8989 -2.8962 0.0 0.0 0.0
H -6.3726 -0.4989 -1.0285 0.1 0.1 0.0
H -4.9435 -1.1737 -1.8654 -0.6 0.7 -0.2
O -0.5429 9.0382 1.4744 0.2 -0.2 0.0
C -1.1310 8.0011 1.5654 -0.2 0.4 -0.1
O -0.6765 6.8383 1.0362 0.0 0.1 0.1
C -1.6542 5.7984 1.2174 -0.1 -0.2 0.1
C -2.5145 6.2598 2.3826 -0.2 0.1 0.1
C -2.4779 7.7764 2.2257 0.1 -0.5 0.2
H -2.2282 5.6970 0.2924 0.0 0.0 0.0
H -1.1499 4.8576 1.4227 0.2 0.1 -0.1
H -3.5177 5.8365 2.3703 0.0 0.0 -0.1
H -2.0424 5.9768 3.3252 0.0 0.0 0.0
H -3.2609 8.1378 1.5573 0.0 0.1 0.0
H -2.5304 8.2906 3.1813 0.0 0.2 -0.1
O 1.3148 1.5805 -4.2275 0.2 0.3 -0.5
C 0.5794 2.5054 -4.4337 -0.3 -0.4 -0.1
O 0.8693 3.7781 -4.0715 0.0 -0.1 0.0
C -0.2670 4.6294 -4.3419 -0.2 0.1 -0.1
C -1.0712 3.8929 -5.4001 -0.1 0.1 0.0
C -0.7950 2.4384 -5.0587 0.0 0.4 -0.2
H -0.8242 4.7600 -3.4114 0.0 0.0 0.0
H 0.0797 5.6027 -4.6813 0.2 -0.1 0.1
H -2.1256 4.1487 -5.3972 0.0 0.0 0.0
H -0.6733 4.1195 -6.3908 0.0 0.0 0.0
H -1.4995 2.0568 -4.3166 0.0 -0.1 0.0
H -0.7898 1.7998 -5.9374 0.0 -0.2 0.2
O 6.8319 1.2366 -2.4909 0.3 0.3 0.0
C 6.0520 2.1341 -2.6352 -0.3 -0.5 0.1
O 6.2959 3.4126 -2.2639 0.1 -0.1 -0.1
C 5.1169 4.2138 -2.4723 -0.2 0.2 0.0
C 4.3002 3.4639 -3.5125 -0.2 0.0 0.0
C 4.6519 2.0137 -3.2042 0.1 0.5 -0.3
H 4.5898 4.3072 -1.5200 0.0 -0.1 0.0
H 5.4122 5.2052 -2.8098 0.2 0.0 0.1
H 3.2346 3.6819 -3.4631 0.1 0.0 0.1
H 4.6497 3.7212 -4.5148 0.0 0.0 0.0
H 3.9965 1.5901 -2.4411 0.1 -0.1 -0.1
H 4.6477 1.3921 -4.0952 0.0 -0.2 0.2
O 1.0737 -0.1734 7.2854 -0.2 0.0 0.4
C 1.7316 0.7151 7.7495 0.1 -0.1 -0.4
O 1.2543 1.5916 8.6621 0.0 -0.1 0.0
C 2.2437 2.6006 8.9356 0.2 0.2 0.1
C 3.5715 1.9746 8.5406 0.2 0.0 -0.1
C 3.1615 1.0612 7.3905 0.1 0.2 0.5
H 2.0080 3.4856 8.3409 0.0 0.0 0.0
H 2.2048 2.8652 9.9899 -0.2 -0.1 0.0
H 4.3307 2.7081 8.2757 -0.1 0.0 0.0
H 3.9584 1.3743 9.3662 0.0 0.0 0.0
H 3.1666 1.5818 6.4298 0.0 -0.1 -0.1
H 3.7748 0.1657 7.3368 -0.1 -0.1 -0.3
O -3.9634 3.6415 -6.6433 0.0 0.2 -0.4
C -5.0892 3.3561 -6.9372 0.0 -0.1 0.5
O -5.7276 3.8518 -8.0243 0.1 0.0 0.0
C -7.0945 3.4004 -8.0319 -0.2 -0.1 0.0
C -7.1051 2.1450 -7.1727 -0.1 -0.1 0.1
C -6.0105 2.4465 -6.1548 -0.3 -0.2 -0.6
H -7.7230 4.1928 -7.6190 0.0 0.0 0.0
H -7.4025 3.2067 -9.0571 0.2 0.1 -0.1
H -8.0764 1.9338 -6.7288 0.0 0.1 0.0
H -6.8176 1.2819 -7.7761 0.0 0.0 0.0
H -6.3927 2.9897 -5.2906 0.1 -0.1 0.1
H -5.4899 1.5517 -5.8345 0.1 0.2 0.3
O 0.5399 -6.9940 0.7053 0.1 -0.2 0.1
C -0.4402 -7.6505 0.9014 0.0 0.4 -0.3
O -0.4169 -9.0019 1.0293 0.0 0.1 0.1
C -1.7573 -9.5073 1.1474 -0.2 -0.1 0.1
C -2.5858 -8.3308 1.6386 -0.1 0.1 0.0
C -1.8665 -7.1465 1.0014 -0.2 -0.5 0.5
H -2.0810 -9.8632 0.1665 0.0 0.0 0.0
H -1.7660 -10.3426 1.8442 0.2 0.0 0.0
H -3.6392 -8.4052 1.3729 0.0 -0.1 0.0
H -2.5187 -8.2589 2.7258 0.0 0.0 0.0
H -2.2367 -6.9351 -0.0027 0.1 0.1 0.0
H -1.9190 -6.2571 1.6190 0.1 0.1 -0.2
```
Positions in Å, forces in eV/Å.

Results
E_LUMO (eV): 0.2